C4H8O2S as an isolated structure. Source: the Open Molecules 2025 dataset; level of theory: ωB97M-V with the def2-TZVPD basis set.

Properties
Multiplicity: 1
HOMO level in eV: -8.78
Kohn-Sham gap in eV: 9.10
E_tot in eV: -19201.1395

```
15
Properties=species:S:1:pos:R:3:lowdin_charge:R:1
C 1.12954 -0.75903 -0.74176 -0.19
C 0.14953 0.15685 0.24040 -0.87
C -0.95682 -0.65798 0.76015 -0.26
C 0.91658 1.04285 0.90320 -0.32
H 2.13333 -2.47077 -0.47037 0.26
H 1.96688 -0.04859 -1.00712 0.12
H 0.36827 -1.02703 -1.59877 0.14
H -0.40436 -1.81830 0.74097 0.17
H -1.45802 -0.45081 1.76916 0.14
H -3.00137 -0.23978 0.01792 0.27
H 0.53910 1.55749 1.82732 0.09
H 2.04889 1.27092 0.77763 0.12
O 1.19845 -1.94980 0.17362 -0.23
O -1.97301 -1.06230 -0.29679 -0.23
S -0.21433 1.78922 -0.50271 0.78
```

***

An isolated molecule of C22H29ClN2O4. Source: the Open Molecules 2025 dataset; level of theory: ωB97M-V with the def2-TZVPD basis set.

Properties
Multiplicity: 1
SMILES: CCOC(=O)[C@]1(Cc2cccc(Cl)c2)CCCN(C(=O)CCN2CCCC2=O)C1
HOMO level in eV: -9.01
Kohn-Sham gap in eV: 9.67
E_tot in eV: -46979.6421

```
58
Properties=species:S:1:pos:R:3:lowdin_charge:R:1
C 3.67451 1.70031 -1.04366 -0.05
C 2.68795 1.94447 0.08724 -0.18
O 1.33261 1.95550 -0.39208 0.01
C 0.75732 0.79142 -0.61659 -0.45
O 1.29631 -0.28113 -0.47626 0.11
C -0.69227 0.89602 -1.10622 -0.30
C -0.65799 0.30072 -2.53933 -0.07
C -2.00822 0.16954 -3.18007 -0.22
C -2.53867 1.19977 -3.94881 -0.05
C -3.79346 1.08079 -4.52028 -0.07
C -4.54222 -0.06884 -4.34020 -0.11
C -4.00688 -1.10195 -3.58860 -0.66
Cl -4.91691 -2.55682 -3.36419 0.67
C -2.75244 -0.99270 -3.01361 -0.07
C -1.24388 2.32452 -1.11323 -0.12
C -1.46685 2.87023 0.29652 -0.14
C -2.31912 1.89901 1.10831 -0.13
N -1.66559 0.60454 1.13786 -0.04
C -1.03422 0.22004 2.27631 -0.43
O -1.15740 0.85378 3.30788 0.06
C -0.18891 -1.04180 2.21815 -0.06
C 0.76588 -1.08277 3.42021 -0.12
N 1.93569 -1.87001 3.13653 -0.07
C 1.94842 -3.30956 3.25050 -0.14
C 3.18950 -3.72652 2.45259 -0.15
C 4.07540 -2.48303 2.49112 -0.08
C 3.09142 -1.33980 2.69133 -0.46
O 3.30346 -0.15875 2.51381 0.06
C -1.55321 0.01593 -0.17294 -0.08
H 3.55337 2.44648 -1.82660 0.08
H 3.51850 0.71134 -1.46729 0.07
H 4.68518 1.75642 -0.65123 0.08
H 2.79507 1.17711 0.86028 0.09
H 2.82896 2.93345 0.52623 0.13
H -0.02702 0.94766 -3.15321 0.14
H -0.18330 -0.68065 -2.47817 0.13
H -1.96107 2.09769 -4.11016 0.12
H -4.19345 1.88859 -5.11414 0.11
H -5.52083 -0.16861 -4.78166 0.10
H -2.35170 -1.81790 -2.44565 0.12
H -2.20258 2.31127 -1.63787 0.12
H -0.56284 2.97900 -1.65909 0.13
H -1.96350 3.83967 0.24008 0.12
H -0.50974 3.00579 0.80028 0.12
H -3.30974 1.78403 0.65499 0.13
H -2.42836 2.24050 2.13818 0.12
H -0.84649 -1.91419 2.20604 0.13
H 0.42148 -1.04813 1.31589 0.09
H 0.26503 -1.47231 4.30924 0.13
H 1.10310 -0.06440 3.63115 0.13
H 1.02822 -3.73745 2.84521 0.12
H 2.02910 -3.60237 4.30619 0.12
H 3.67275 -4.60502 2.87552 0.11
H 2.90919 -3.94810 1.42242 0.11
H 4.66227 -2.33637 1.58703 0.12
H 4.75761 -2.49412 3.34365 0.12
H -2.56258 -0.05814 -0.59443 0.13
H -1.12689 -0.98414 -0.11518 0.13
```

***

An isolated molecule of C3H8N2O4. Source: the Open Molecules 2025 dataset; level of theory: ωB97M-V with the def2-TZVPD basis set.

Properties
Multiplicity: 1
HOMO level (alpha / beta) in eV: -9.28 / -9.28
Kohn-Sham gap (alpha / beta) in eV: 8.39 / 8.39
E_tot in eV: -14404.8961

```
17
Properties=species:S:1:pos:R:3:lowdin_charge:R:1
C 0.72278 0.96460 0.34961 -0.34
C 0.97022 1.44752 -1.06449 -0.06
N -1.17519 -0.54122 0.52541 -0.15
N -0.40283 1.29278 1.03285 0.18
C 0.46022 -0.87935 0.28591 -0.59
O -1.72283 -0.47881 -0.75995 -0.01
O -1.87261 -1.52446 1.22436 0.04
O 0.96978 -1.34066 1.46153 0.09
O 0.66777 -1.44236 -0.78691 0.04
H -0.99895 -0.88189 -1.30829 0.10
H -2.59673 -1.78276 0.62892 0.11
H 1.37503 -2.19928 1.27194 0.13
H -1.10296 1.71035 0.41608 0.08
H 1.60215 0.94672 0.99239 0.13
H 1.72089 0.82426 -1.55260 0.08
H 0.05618 1.40437 -1.65984 0.07
H 1.32709 2.48017 -1.05694 0.08
```

***

An isolated molecule of C20H27N5OS. Source: the Open Molecules 2025 dataset; level of theory: ωB97M-V with the def2-TZVPD basis set.

Properties
Multiplicity: 1
SMILES: C[C@@H]1CCC[C@H](C)N1C(=O)CSc1nnnn1-c1cccc2c1CCCC2
HOMO level in eV: -8.77
Kohn-Sham gap in eV: 9.34
E_tot in eV: -41511.5891

```
54
Properties=species:S:1:pos:R:3:lowdin_charge:R:1
C -5.17158 -1.04978 -1.44429 -0.03
C -4.50773 -0.63509 -0.12479 -0.32
C -5.48914 0.07613 0.81485 -0.14
C -5.74852 1.51671 0.39769 -0.19
C -4.41838 2.25662 0.37262 -0.14
C -3.42556 1.60617 -0.58988 -0.31
C -3.72898 1.91869 -2.05671 -0.03
N -3.31434 0.16708 -0.34510 0.02
C -2.07640 -0.35543 -0.45483 -0.51
O -1.10120 0.31570 -0.73870 0.02
C -1.92180 -1.85230 -0.17514 -0.36
S -0.15557 -2.26519 -0.26889 1.01
C 0.33503 -1.21508 1.01064 -0.62
N -0.40672 -0.83427 2.03122 0.04
N 0.34764 -0.01097 2.73966 -0.03
N 1.49446 0.13744 2.22607 0.05
N 1.54603 -0.60926 1.11416 -0.04
C 2.65136 -0.70700 0.25535 -0.15
C 3.02042 -1.96838 -0.20004 -0.04
C 4.09424 -2.10176 -1.05849 -0.07
C 4.80398 -0.98214 -1.45810 -0.03
C 4.43257 0.27478 -1.01088 -0.18
C 3.34828 0.42927 -0.14605 -0.10
C 3.02225 1.82982 0.26234 -0.13
C 4.28231 2.53288 0.78697 -0.17
C 5.50798 2.31278 -0.11754 -0.18
C 5.15830 1.52718 -1.38795 -0.14
H -5.71845 -0.22854 -1.89496 0.06
H -5.87049 -1.86213 -1.26000 0.08
H -4.42238 -1.39213 -2.15428 0.08
H -4.19585 -1.55200 0.38259 0.13
H -6.41884 -0.49435 0.83867 0.12
H -5.06680 0.07694 1.82206 0.12
H -6.22679 1.55456 -0.58136 0.10
H -6.42410 1.99018 1.11195 0.11
H -4.55936 3.29643 0.07543 0.12
H -3.99253 2.24749 1.37822 0.12
H -2.42658 2.00471 -0.37797 0.14
H -4.74673 1.66042 -2.33142 0.06
H -3.04194 1.37087 -2.69672 0.08
H -3.58593 2.98172 -2.23370 0.08
H -2.42505 -2.46678 -0.91995 0.08
H -2.25502 -2.10698 0.83029 0.08
H 2.47018 -2.83762 0.12813 0.09
H 4.37975 -3.08143 -1.40951 0.11
H 5.64849 -1.08594 -2.12381 0.11
H 2.64832 2.36460 -0.61623 0.13
H 2.25094 1.85700 1.02992 0.09
H 4.49197 2.15066 1.78662 0.11
H 4.06761 3.59787 0.88356 0.11
H 5.94852 3.26977 -0.40092 0.10
H 6.26903 1.75149 0.42742 0.11
H 6.06545 1.29643 -1.94819 0.11
H 4.51499 2.14071 -2.02518 0.12
```

***

C35H39AsIN5OPdSeTe as an isolated structure. Source: the Open Molecules 2025 dataset; level of theory: ωB97M-V with the def2-TZVPD basis set.

Properties
Net charge: -1
Multiplicity: 2
⟨S²⟩: 0.800
HOMO level (alpha / beta) in eV: -3.26 / -4.37
Kohn-Sham gap (alpha / beta) in eV: 5.35 / 6.39
E_tot in eV: -191484.3376

```
85
Properties=species:S:1:pos:R:3:lowdin_spin:R:1
Pd 1.23031 0.88281 0.00991 0.37
C -3.07078 -6.59993 2.82408 0.00
C -2.61257 -5.38083 2.06462 0.00
C -1.52529 -5.43237 1.20478 0.00
C -1.08457 -4.31109 0.50080 0.00
C 0.10611 -4.47867 -0.41202 0.00
C -1.74133 -3.08061 0.66704 0.00
Te -1.17671 -1.30347 -0.47622 0.00
N -0.08518 0.71421 -1.61466 0.15
C 0.67513 0.64520 -2.69012 0.02
O 1.90284 0.96344 -2.75734 0.01
C 0.10833 0.05808 -3.97176 0.01
C -1.24114 -0.26555 -4.08459 0.00
C -1.73951 -0.84271 -5.24583 0.00
C -0.88956 -1.10732 -6.31166 0.00
C 0.45795 -0.78233 -6.20997 0.00
C 0.95190 -0.20098 -5.04788 0.00
C 0.83451 -1.46795 0.22251 0.01
C 1.86187 -1.55688 -0.73660 0.02
C 3.17107 -1.84445 -0.36295 0.00
C 3.46498 -2.09247 0.96577 0.01
C 2.46010 -2.01217 1.92013 0.00
C 1.15172 -1.67530 1.58835 0.01
C 0.13554 -1.57314 2.69187 0.00
C -2.84943 -3.02095 1.53221 0.00
C -3.63359 -1.74667 1.76680 0.00
C -3.26604 -4.16530 2.20961 0.00
H -2.47834 -7.47530 2.55526 0.00
H -4.11911 -6.82557 2.61678 0.00
H -2.97761 -6.45107 3.90252 0.00
H -1.00365 -6.37597 1.06805 0.00
H 0.25955 -5.53252 -0.65096 0.00
H 1.02136 -4.10335 0.05354 0.00
H -0.02840 -3.92335 -1.34135 0.00
H -1.89660 -0.05225 -3.25074 0.00
H -2.79302 -1.08839 -5.31719 0.00
H -1.27549 -1.56150 -7.21716 0.00
H 1.12603 -0.98081 -7.04012 0.00
H 1.99448 0.06788 -4.94569 0.00
H 1.61409 -1.50800 -1.78574 0.00
H 3.93770 -1.91152 -1.12430 0.00
H 4.47756 -2.34191 1.26374 0.00
H 2.69293 -2.19886 2.96330 0.00
H 0.62925 -1.31457 3.63186 0.00
H -0.39312 -2.51855 2.82890 0.00
H -0.60730 -0.80729 2.46447 0.00
H -3.00514 -0.86084 1.68247 0.00
H -4.09379 -1.75456 2.75707 0.00
H -4.43738 -1.63966 1.03139 0.00
H -4.12185 -4.09792 2.87772 0.00
I -3.76827 3.96783 3.72290 0.00
C -2.47693 2.99211 2.44931 0.00
C -2.58550 2.89286 1.07922 0.00
N -1.54284 2.15273 0.68102 0.00
N -0.75136 1.77517 1.68855 0.01
C -1.31300 2.27464 2.77956 0.00
H -3.30553 3.29955 0.38839 0.00
H -1.28037 1.86688 -0.26346 0.00
H -0.86915 2.11487 3.75013 0.00
Se 1.60516 3.06730 -1.16183 -0.04
N 0.74515 4.17209 -0.04734 0.11
C -0.14914 4.82856 -0.78180 0.03
C -1.08637 5.77194 -0.27035 0.03
C -1.95519 6.38381 -1.12729 0.03
C -1.94270 6.09502 -2.52380 0.04
C -1.06676 5.19190 -3.05256 0.02
C -0.14817 4.52447 -2.19426 0.04
N 0.73848 3.62134 -2.60981 0.09
H -1.09363 5.98640 0.79197 0.00
H -2.66768 7.10336 -0.74132 0.00
H -2.64890 6.59763 -3.17425 0.00
H -1.05487 4.96589 -4.11104 0.00
C 3.78174 0.85641 3.22445 0.00
As 3.03998 1.52957 1.54757 0.01
C 3.07650 3.40343 2.10494 0.00
C 4.67905 1.50746 0.48284 0.00
H 4.74981 1.33327 3.37867 0.00
H 3.89916 -0.22307 3.21059 0.00
H 3.11079 1.13423 4.03729 0.00
H 4.03182 3.61190 2.58813 0.00
H 2.25693 3.58665 2.79924 0.00
H 2.93561 4.06809 1.25623 0.00
H 5.10906 0.50716 0.51218 0.00
H 5.40145 2.22957 0.86492 0.00
H 4.42684 1.74226 -0.54965 0.00
```

***

- What is the formula in the first record?
  C4H8O2S

***

- Among the records above, which one has the highest multiplicity?
  C35H39AsIN5OPdSeTe

***

- What is the formula in the fourth record?
  C20H27N5OS